ORCA calculation (the ωB97M-V functional and the def2-TZVPD basis) on C3H5GdO3 as an isolated structure.

Last column: Mulliken spin population.
Cartesian coordinates (Å):
Gd: 2.894 0.260 1.097  8.31
O: 3.295 -1.730 0.321  0.00
O: -1.495 -0.980 -0.069  0.00
O: 0.341 0.001 0.387  -0.29
C: -0.296 -1.168 0.382  -0.03
C: -1.769 0.399 -0.469  0.00
C: -0.469 1.107 -0.135  0.01
H: 0.053 1.526 -0.999  0.00
H: 2.625 -2.410 0.249  0.01
H: -0.546 1.855 0.659  -0.01
H: -2.627 0.748 0.114  0.00
H: -2.007 0.391 -1.536  0.00

F_max: 3.17 eV Å⁻¹
Kohn-Sham gap (spin up / spin down): 8.8 / 8.8 eV
Lowest unoccupied orbital energy (spin up / spin down): -3.9 / -5.0 eV
Net charge: +1
E_tot: -30160.611 eV
2S+1: 9
ΔE to the lowest compared entry with this formula, charge and spin: 8.7 kJ/mol

***

ORCA calculation (the ωB97M-V functional and the def2-TZVPD basis) on a 2-piece molecular cluster, C4H10NS overall.

Last column: Mulliken spin population.
Cartesian coordinates (Å):
S: 2.150 1.229 -0.768  0.17
N: -0.763 0.763 0.445  0.06
C: 2.342 3.045 -0.448  -0.04
C: -1.310 -3.047 0.170  2.04
C: -0.618 -0.617 0.343  0.68
C: -1.584 -1.575 0.277  -0.39
H: 3.330 3.324 -0.006  0.00
H: 1.615 3.500 0.317  0.00
H: -1.763 -3.384 -0.755  -0.37
H: 0.036 1.163 -0.093  -0.02
H: -1.622 -3.647 1.087  -0.56
H: -1.659 1.042 0.007  0.02
H: -0.195 -3.176 0.023  -0.62
H: 0.451 -0.951 0.389  0.24
H: 2.197 3.581 -1.381  0.01
H: -2.608 -1.251 0.394  -0.23

F_max: 2.26 eV Å⁻¹
Kohn-Sham gap (spin up / spin down): 2.2 / 6.6 eV
Lowest unoccupied orbital energy (spin up / spin down): 6.3 / 6.2 eV
Net charge: -2
E_tot: -16631.475 eV
2S+1: 2
ΔE to the lowest compared entry with this formula, charge and spin: 72.7 kJ/mol

***

ORCA calculation (the ωB97M-V functional and the def2-TZVPD basis) on a 5-piece molecular cluster, C10H29O5 overall.

Last column: natural (NBO) charge in e.
Cartesian coordinates (Å):
O: -0.178 0.878 0.559  -0.82
O: -0.457 -1.856 -0.005  -0.97
O: -2.501 -0.237 0.580  -0.78
O: 1.374 1.635 -1.674  -0.72
O: 1.077 -0.368 2.451  -0.92
C: 2.617 1.559 2.438  -0.65
C: 2.094 0.289 3.149  0.13
C: -0.628 -2.915 -0.890  0.08
C: 1.837 2.942 -1.402  -0.08
C: -4.208 -0.641 -1.146  -0.63
C: 0.859 4.065 -1.801  -0.64
C: -1.911 -3.666 -0.602  -0.62
C: -2.998 0.233 -0.733  -0.08
C: -0.554 -2.681 -2.329  -0.61
C: 3.232 -0.612 3.702  -0.63
H: -2.037 -1.061 0.414  0.51
H: 2.095 1.298 -2.212  0.49
H: -5.134 -0.179 -0.804  0.19
H: -0.712 -3.624 -2.852  0.18
H: -2.140 -3.746 0.461  0.21
H: 1.273 5.068 -1.910  0.21
H: -1.868 -4.679 -1.002  0.17
H: -2.786 -3.163 -1.013  0.17
H: 2.708 3.076 -2.044  0.15
H: 3.267 2.180 3.054  0.18
H: -2.171 0.150 -1.438  0.16
H: 0.420 -2.336 -2.677  0.19
H: 0.220 -3.529 -0.589  0.12
H: -4.159 -1.696 -0.877  0.22
H: 1.724 2.176 2.339  0.19
H: 3.743 0.003 4.443  0.17
H: 0.548 3.798 -2.811  0.21
H: 0.349 1.369 -0.076  0.52
H: 2.822 -1.404 4.330  0.20
H: -3.235 1.297 -0.767  0.16
H: 0.428 0.566 1.235  0.55
H: -1.326 -1.962 -2.604  0.18
H: 1.743 0.730 4.082  0.08
H: -4.252 -0.676 -2.235  0.19
H: 3.232 1.441 1.546  0.18
H: -0.626 0.115 0.186  0.58
H: 3.989 -1.105 3.092  0.18
H: -0.017 4.110 -1.154  0.21
H: 2.247 3.157 -0.416  0.18

F_max: 4.83 eV Å⁻¹
Kohn-Sham gap: 6.0 eV
Lowest unoccupied orbital energy: 2.6 eV
Net charge: -1
E_tot: -21074.549 eV
ΔE to the lowest compared entry with this formula, charge and spin: 164.6 kJ/mol

***

ORCA calculation (the ωB97M-V functional and the def2-TZVPD basis) on a 2-piece molecular cluster, C3H7Br3Si overall.

Last column: natural (NBO) charge in e.
Cartesian coordinates (Å):
Br: 0.212 3.944 -1.642  -0.27
Br: 0.195 3.825 2.077  -0.26
Br: -2.256 1.861 0.072  -0.27
Si: -1.081 3.728 0.171  0.96
C: 0.683 -2.453 0.411  -0.16
C: 0.421 -2.388 -1.056  -0.64
C: 0.559 -1.235 0.996  -0.42
H: -2.099 4.718 0.019  -0.16
H: -0.193 -1.533 -1.242  0.20
H: 0.045 -3.261 -1.461  0.20
H: 0.931 -1.145 2.007  0.20
H: 0.024 -0.545 0.408  0.19
H: 1.181 -3.361 0.790  0.20
H: 1.376 -2.156 -1.549  0.21

F_max: 3.88 eV Å⁻¹
Kohn-Sham gap: 9.3 eV
Lowest unoccupied orbital energy: 0.0 eV
Net charge: 0
E_tot: -221231.832 eV
Structure (SMILES): Br[SiH](Br)Br.C=CC
ΔE to the lowest compared entry with this formula, charge and spin: 156.1 kJ/mol

***

ORCA calculation (the ωB97M-V functional and the def2-TZVPD basis) on a 2-piece molecular cluster, C3H8NO3S overall.

Last column: Mulliken spin population.
Cartesian coordinates (Å):
S: 2.090 -0.650 1.427  0.02
O: -1.470 -0.606 -0.506  0.10
O: -2.255 0.708 -2.179  0.08
O: -0.561 -2.871 0.672  0.00
N: -0.770 1.488 -0.622  0.78
C: 1.370 0.318 0.042  0.10
C: -1.613 0.422 -1.193  -0.03
C: 0.213 1.281 0.412  -0.04
H: 0.879 -1.245 1.642  0.00
H: -1.032 -2.052 0.503  0.00
H: 2.244 0.785 -0.410  0.00
H: -0.552 2.352 -1.126  -0.03
H: 0.215 -2.734 0.075  0.00
H: -0.222 0.844 1.315  0.03
H: 0.922 -0.328 -0.718  0.00
H: 0.542 2.288 0.666  0.00

F_max: 2.04 eV Å⁻¹
Kohn-Sham gap (spin up / spin down): 10.1 / 5.7 eV
Lowest unoccupied orbital energy (spin up / spin down): 0.1 / -4.2 eV
Net charge: 0
E_tot: -21706.283 eV
2S+1: 2
ΔE to the lowest compared entry with this formula, charge and spin: 72.6 kJ/mol

***

ORCA calculation (the ωB97M-V functional and the def2-TZVPD basis) on C11H25ClILuN3O2P as an isolated structure.

Last column: natural (NBO) charge in e.
Cartesian coordinates (Å):
Lu: -0.865 0.671 0.765  2.01
I: 4.017 0.358 -0.641  0.02
Cl: -2.898 -0.349 -0.011  -0.55
P: -0.472 1.115 -2.002  0.67
O: 4.685 -2.602 0.099  -0.40
O: 3.033 -2.337 -2.541  -0.44
N: 0.652 -0.349 3.942  -0.40
N: -1.478 -0.907 4.822  -0.38
N: -1.192 -0.385 2.573  -1.14
C: 2.799 -1.963 -1.399  0.44
C: 1.434 -1.828 -0.777  -0.72
C: 4.014 -1.802 -0.470  0.43
C: -1.589 2.443 -2.585  -0.92
C: 1.433 -0.943 5.025  -0.42
C: -0.673 -0.562 3.809  0.69
C: 1.033 1.481 -2.941  -0.93
C: -2.861 -1.305 4.556  -0.43
C: -1.053 -0.319 -2.976  -0.92
C: -1.148 -0.669 6.221  -0.42
C: 1.341 0.125 2.734  -0.39
H: 1.029 -1.921 5.329  0.23
H: -0.274 -1.092 -2.998  0.25
H: 1.382 -2.139 0.279  0.24
H: -1.608 2.442 -3.684  0.27
H: 1.599 2.269 -2.436  0.25
H: -0.575 0.259 6.351  0.22
H: 2.468 -1.101 4.699  0.24
H: -1.218 3.416 -2.231  0.25
H: -1.258 0.029 -3.995  0.26
H: 2.402 0.256 2.946  0.28
H: 0.693 1.823 -3.925  0.26
H: 1.665 0.591 -3.041  0.26
H: -3.444 -0.494 4.097  0.21
H: 0.726 -2.407 -1.377  0.28
H: -1.961 -0.732 -2.525  0.26
H: -2.145 -0.736 2.454  0.43
H: -2.099 -0.567 6.748  0.24
H: -2.918 -2.200 3.921  0.23
H: -0.613 -1.525 6.655  0.23
H: 1.112 -0.770 -0.831  0.20
H: -3.299 -1.536 5.528  0.25
H: 1.460 -0.290 5.911  0.23
H: 0.938 1.117 2.430  0.15
H: 1.252 -0.612 1.914  0.20
H: -2.602 2.276 -2.195  0.26

F_max: 3.32 eV Å⁻¹
Kohn-Sham gap: 6.8 eV
Lowest unoccupied orbital energy: -8.1 eV
Net charge: +2
E_tot: -83896.224 eV

***

> Among the records above, which one has the lowest net charge?

C4H10NS

***

> Which value of F_max does entry 6 give?

3.32 eV Å⁻¹

***

> Which of these has the highest E_tot?

C4H10NS